13
Properties=species:S:1:pos:R:3:forces:R:3:mulliken_charge:R:1 method="wB97M-V/def2-TZVPD" total_charge=0 e_homo_ev="-8.985 / -8.986" relative_energy_kcal_mol=86.9 energy_ha=-385.73512
C 1.001 0.471 -1.549 1.2 -0.7 -3.0 0.132
C -0.599 -0.580 1.004 -0.2 -0.6 2.4 -0.523
C -1.123 -0.344 -0.402 1.7 0.9 0.0 -0.427
C 0.596 0.342 1.167 0.2 -1.0 -6.0 0.191
N -0.034 0.634 -0.812 -1.0 -0.2 6.0 -0.332
O 2.164 0.717 -1.235 -0.5 -0.3 -0.9 -0.605
F 0.333 1.433 1.778 0.5 1.2 1.3 -0.209
H 0.556 0.172 -2.600 1.6 0.1 0.8 0.239
H -1.238 -0.223 1.874 0.1 -1.0 -1.1 0.296
H -0.290 -1.641 1.136 -0.3 0.6 0.3 0.236
H -1.078 -1.341 -0.908 -0.8 1.2 -0.3 0.306
H -1.977 0.333 -0.396 -0.7 -1.2 -0.3 0.332
H 1.690 0.028 0.945 -1.8 0.9 0.9 0.365

30
Properties=species:S:1:pos:R:3:forces:R:3:mulliken_charge:R:1 method="wB97M-V/def2-TZVPD" total_charge=-1 e_homo_ev="-0.793 / -3.906" energy_ha=-2584.18604 multiplicity=4
C 0.367 0.580 -3.766 -0.2 -0.2 0.8 -0.289
C 0.142 -0.115 -4.937 0.2 0.2 0.5 -0.427
C -0.181 -1.492 -4.980 -0.1 -0.2 -0.6 0.033
C -0.283 -2.346 -3.857 0.3 0.4 0.6 -0.351
C -0.109 -1.919 -2.556 0.0 0.6 0.0 -0.435
Co 0.072 -0.031 -1.863 0.1 -0.4 -1.1 -0.602
P 0.210 2.262 -1.115 0.0 -1.4 -0.3 -0.024
H 0.709 1.617 -3.915 -0.1 -0.1 -0.2 0.274
H 0.271 0.399 -5.897 0.0 -0.2 0.1 0.226
H -0.301 -1.949 -5.971 0.0 0.1 0.3 0.292
H -0.119 -2.731 -1.810 -0.1 0.2 -0.2 0.365
H -0.455 -3.411 -4.052 0.0 0.2 0.0 0.235
H -0.874 2.802 -0.379 0.3 0.2 -0.1 0.030
H 0.347 3.251 -2.119 0.0 0.1 0.3 0.061
H 1.282 2.624 -0.262 -0.3 0.2 -0.1 0.074
S -0.371 -1.019 0.189 -0.9 -1.2 -2.9 -0.394
C 0.010 -0.329 1.615 0.4 0.8 1.8 -0.305
N -0.576 0.901 2.038 0.6 0.1 0.3 0.037
C -0.553 1.325 3.430 -0.4 0.2 -0.1 -0.664
C 0.381 0.471 4.304 0.2 0.3 0.0 -0.617
C 0.186 -1.001 3.995 -0.2 -0.6 -0.1 -0.623
N 0.518 -1.220 2.607 0.8 0.0 0.5 -0.207
H -1.160 1.431 1.375 0.5 -1.0 0.7 0.196
H -1.593 1.246 3.813 0.4 0.1 0.3 0.299
H -0.230 2.383 3.508 -0.3 -0.3 0.0 0.301
H 0.190 0.679 5.379 0.1 0.0 -0.6 0.348
H 1.441 0.715 4.078 -0.5 0.0 0.1 0.284
H -0.870 -1.303 4.182 0.2 0.2 0.3 0.277
H 0.843 -1.625 4.638 -0.4 0.3 -0.4 0.355
H 0.709 -2.195 2.325 -0.6 1.2 -0.1 0.253

22
Properties=species:S:1:pos:R:3:forces:R:3:mulliken_charge:R:1 method="wB97M-V/def2-TZVPD" smiles=CCC.CCC total_charge=0 e_homo_ev=-10.260 relative_energy_kcal_mol=63.9 energy_ha=-238.09474
C 0.365 -2.036 -1.447 -0.7 -2.3 -2.3 -0.173
C 0.408 -1.025 -2.608 -1.6 2.5 0.4 -1.107
C -1.061 -2.280 -0.724 1.4 2.5 -0.9 -1.104
H 0.738 -2.967 -2.065 -0.9 1.0 1.8 0.213
H 1.117 -1.844 -0.737 0.9 0.3 1.0 0.284
H 0.296 0.096 -2.329 1.1 -1.6 0.0 0.194
H -1.761 -2.846 -1.294 -0.2 -0.8 -0.4 0.344
H -1.008 -2.577 0.309 0.4 -0.7 0.2 0.339
H -0.545 -1.052 -3.084 -1.2 -0.6 -0.6 0.369
H 1.059 -1.164 -3.484 0.5 -0.1 1.0 0.358
H -1.562 -1.295 -0.626 0.3 -0.2 -0.2 0.285
C 0.214 2.108 1.231 2.5 -1.0 -0.9 -0.138
C -0.987 1.878 2.002 -6.7 4.6 -1.5 -1.145
C 1.466 1.128 1.687 0.1 5.2 -0.8 -1.096
H 0.373 3.181 1.324 1.2 0.0 0.0 0.283
H 0.072 1.961 0.135 -0.1 -0.2 0.8 0.173
H -1.068 1.098 2.617 -0.2 -3.7 1.8 0.417
H -1.463 2.697 2.698 2.0 -0.7 -0.9 0.315
H 1.264 0.112 1.742 -1.0 -1.7 1.0 0.401
H 1.976 1.683 2.565 -0.7 -1.7 -1.3 0.276
H -2.001 2.001 1.287 2.5 -1.2 1.4 0.222
H 2.110 1.144 0.801 0.5 0.4 0.3 0.291

13
Properties=species:S:1:pos:R:3:forces:R:3:mulliken_charge:R:1 method="wB97M-V/def2-TZVPD" total_charge=0 e_homo_ev=-9.216 relative_energy_kcal_mol=46.3 energy_ha=-361.51042
C 1.867 -1.032 0.107 3.8 -0.7 0.9 -0.551
C 0.714 -0.362 -0.078 0.3 1.1 0.1 0.727
C -0.425 -1.219 -0.143 -4.2 2.0 -0.5 -0.374
C -1.888 0.567 0.002 0.0 2.1 -0.1 -0.102
C -0.897 1.556 0.111 -1.2 -2.4 -0.2 -0.658
C 0.471 1.176 -0.096 4.3 -1.0 0.4 0.493
H 1.762 -2.127 -0.052 0.2 0.7 0.4 0.253
H 3.134 -0.783 0.486 -4.6 0.0 -1.5 0.246
H -0.467 -2.243 -0.328 1.1 -1.8 0.1 0.419
H -2.985 0.881 -0.092 1.7 -0.4 0.6 0.315
H -1.124 2.531 0.428 -0.4 1.2 -0.2 0.432
N -1.692 -0.794 -0.104 2.1 -0.1 -0.3 -0.597
O 1.531 1.850 -0.240 -3.3 -0.8 0.4 -0.603

32
Properties=species:S:1:pos:R:3:forces:R:3:mulliken_charge:R:1 method="wB97M-V/def2-TZVPD" total_charge=0 e_homo_ev=-7.735 relative_energy_kcal_mol=0.0 energy_ha=-859.56355
O 1.760 -1.796 -2.686 0.3 -0.2 -0.6 -0.675
O 2.183 2.756 -3.001 -0.4 0.0 0.7 -0.687
B -0.416 -0.671 0.746 -1.9 -1.7 1.9 -0.019
C 1.538 -0.687 -2.243 -0.5 0.2 0.8 -0.047
C 1.740 1.796 -2.389 -0.3 0.0 -0.1 0.779
C 0.793 -0.496 -1.026 1.0 2.2 -1.0 0.592
C 0.526 0.768 -0.545 1.2 0.5 -2.4 0.350
C -2.930 -1.927 3.992 0.9 -0.7 -0.8 -0.549
C -1.997 -0.916 4.174 -0.4 -0.3 -0.5 -0.513
C -2.980 -2.642 2.779 -0.6 0.7 0.6 -0.458
C -1.199 -0.523 3.116 -0.3 -0.2 0.3 -0.428
C -2.204 -2.227 1.727 0.2 -0.4 -0.3 -0.588
C -1.313 -1.185 1.909 0.9 0.6 -1.0 0.584
N 0.237 -1.480 -0.241 -0.3 2.2 0.4 -0.246
N -0.253 0.763 0.563 0.9 -0.8 -0.9 -0.192
N 1.942 0.499 -2.874 -0.2 0.2 0.6 0.004
N 0.971 1.918 -1.220 0.3 -0.2 0.0 -0.005
C 2.624 0.383 -4.147 0.2 -0.6 -0.1 -1.111
C 0.726 3.256 -0.645 -0.2 -0.6 -0.5 -1.137
H -3.506 -2.265 4.815 -0.6 -0.1 0.6 0.382
H -1.900 -0.444 5.119 0.0 0.4 0.8 0.412
H -3.690 -3.437 2.627 -0.1 -0.2 0.2 0.374
H -0.476 0.279 3.217 0.0 0.0 0.1 0.344
H -2.246 -2.718 0.751 -0.1 0.1 0.3 0.334
H 0.358 -2.409 -0.594 -0.3 -0.5 0.5 0.215
H -0.620 1.636 0.923 -0.1 -0.7 0.3 0.235
H 1.986 -0.172 -4.830 0.0 0.0 -0.1 0.321
H 3.557 -0.168 -4.031 0.0 0.0 0.0 0.311
H 2.832 1.371 -4.518 0.0 0.2 -0.1 0.380
H 1.193 3.344 0.322 0.5 0.0 0.4 0.367
H 1.114 4.030 -1.321 -0.3 -0.5 0.2 0.336
H -0.349 3.365 -0.471 0.0 0.2 -0.3 0.336

12
Properties=species:S:1:pos:R:3:forces:R:3:mulliken_charge:R:1 method="wB97M-V/def2-TZVPD" total_charge=0 e_homo_ev=-8.539 relative_energy_kcal_mol=100.2 energy_ha=-616.38311
C 0.044 -0.534 -2.315 -1.4 -0.5 0.4 -1.020
C -0.353 -0.275 -0.854 -1.5 6.0 -0.7 0.140
C 0.531 0.691 -0.034 -1.6 1.7 -2.5 -0.405
H -1.037 -0.734 -2.669 2.3 -1.4 -0.4 0.295
H 0.801 -1.328 -2.098 -0.4 0.2 -2.0 0.344
H 0.240 0.372 -3.043 0.5 -1.5 2.2 0.284
H -1.399 0.408 -1.288 1.7 -2.4 3.3 0.144
H 1.478 0.230 -0.160 1.5 0.4 -0.2 0.317
H 0.317 1.677 -0.580 1.3 -1.1 0.9 0.290
H -0.851 -0.577 1.224 1.9 3.2 2.3 0.241
F -0.317 -1.336 0.068 -1.6 -2.1 -2.7 -0.274
S 0.124 0.793 1.701 -2.6 -2.6 -0.6 -0.355

29
Properties=species:S:1:pos:R:3:forces:R:3:mulliken_charge:R:1 method="wB97M-V/def2-TZVPD" total_charge=0 e_homo_ev=-8.087 relative_energy_kcal_mol=269.4 energy_ha=-653.82571
C -2.764 -0.401 -0.683 -3.7 3.5 -0.9 -0.525
C -2.198 -1.130 0.473 -3.5 -1.1 2.1 -0.132
C -1.363 -0.235 1.266 1.2 4.7 1.4 -0.711
C -0.320 0.685 0.563 0.4 -5.3 1.3 0.247
C -0.414 1.930 0.119 0.8 3.7 -3.0 1.172
C 0.747 2.588 -0.518 0.1 1.5 -2.1 -0.570
C 2.094 2.088 -0.429 -4.0 0.1 0.3 -0.645
C 2.199 0.723 0.008 -1.0 -0.8 -1.7 0.445
C 3.425 0.053 -0.547 -3.2 -2.7 2.5 -0.637
C 3.341 -1.430 -0.524 0.6 3.5 -0.1 -0.340
C 2.237 -2.150 0.042 2.0 1.7 -0.4 -0.830
C 1.153 -1.456 0.518 -3.2 -0.4 -0.3 -0.292
C 0.872 0.021 0.393 7.2 -2.4 -0.8 0.440
H -3.001 -2.149 -1.734 -3.0 4.3 0.9 0.360
H -2.041 0.227 -1.243 0.0 -0.9 0.0 0.301
H -3.639 0.593 -0.377 2.8 -3.0 -0.2 0.149
H -3.233 -1.259 1.290 3.1 -0.7 -2.6 0.176
H -1.605 -2.138 0.202 -1.7 2.2 0.6 0.325
H -1.057 -0.729 2.169 1.2 -0.4 0.1 0.460
H -1.780 0.730 1.775 -1.4 -1.3 -0.4 -0.075
H -1.787 2.510 1.879 -0.3 0.4 -3.3 0.316
H 0.280 3.520 -1.464 2.0 -2.6 3.6 0.125
H 2.968 2.616 -0.775 -0.1 0.1 -0.3 0.334
H 4.207 0.814 -0.790 -0.4 -1.6 -0.2 0.275
H 4.104 -2.052 -0.972 0.3 0.3 0.0 0.350
H 2.474 -3.237 0.097 -1.2 0.9 0.1 0.321
H 0.285 -2.188 0.724 1.3 1.6 0.3 0.075
O -3.632 -1.181 -1.495 3.6 -4.6 -1.1 -0.531
O -1.552 2.636 0.033 -0.1 -0.9 4.3 -0.582

12
Properties=species:S:1:pos:R:3:forces:R:3:mulliken_charge:R:1 method="wB97M-V/def2-TZVPD" smiles="C=CC=O.N=C=O" total_charge=0 e_homo_ev=-9.947 relative_energy_kcal_mol=30.4 energy_ha=-360.62097
O 0.808 1.534 -1.230 0.2 -0.5 0.0 -0.500
C 1.195 0.389 -1.126 -0.1 0.4 -0.1 0.064
C 1.213 -0.361 0.157 -0.1 0.1 0.3 -0.226
C 0.860 0.239 1.294 0.1 -0.1 -0.1 -0.568
N -2.326 -0.028 0.514 0.1 -0.2 -0.5 -0.483
C -1.852 -0.610 -0.444 0.1 -0.3 0.0 0.675
O -1.312 -1.261 -1.252 -0.4 0.5 0.5 -0.422
H 1.558 -0.163 -2.016 0.0 0.1 0.1 0.349
H 1.493 -1.411 0.124 0.0 0.2 0.0 0.322
H 0.839 -0.288 2.243 0.0 0.0 -0.1 0.278
H 0.575 1.288 1.287 0.0 -0.2 0.0 0.243
H -3.051 0.671 0.446 0.1 -0.1 0.0 0.266